(1)
This record from the Open Molecules 2025 dataset describes C22H26F3N5O in the gas phase. The level of theory is the ωB97M-V functional and the def2-TZVPD basis.

```
! wB97M-V def2-TZVPD RIJCOSX def2/J DEFGRID3
* xyz 0 1
C -1.99490 -5.15024 -0.22264
C -2.52958 -3.78334 0.04153
N -3.70705 -3.68516 0.65053
C -4.19511 -2.47764 0.86212
C -3.50400 -1.32290 0.49094
N -2.31422 -1.41581 -0.10495
C -1.83894 -2.62903 -0.32976
H -0.87799 -2.68241 -0.82634
C -4.19093 -0.00147 0.65144
O -5.39263 0.05246 0.43769
N -3.48067 1.07126 1.05588
C -2.05717 1.12619 1.27815
H -1.67272 0.11673 1.40143
H -1.88137 1.69684 2.19717
C -1.39717 1.83873 0.08804
N 0.05593 1.98039 0.17032
C 0.81192 1.13208 1.07080
H 0.32469 1.08559 2.04293
C 1.03016 -0.27987 0.49973
N 1.70247 -0.21618 -0.78333
C 3.07352 -0.24856 -0.87933
C 3.90535 -0.29340 0.24692
C 5.27954 -0.40900 0.10773
C 5.88508 -0.47246 -1.13634
C 5.06824 -0.43118 -2.25598
C 3.70058 -0.32660 -2.13549
H 3.10392 -0.32896 -3.03394
H 5.51057 -0.49086 -3.23874
H 6.95543 -0.55552 -1.22632
C 6.09466 -0.43437 1.36618
F 6.01581 0.72876 2.04768
F 5.67725 -1.38464 2.22779
F 7.39865 -0.65977 1.16213
H 3.50388 -0.22685 1.24494
C 0.90817 0.57149 -1.70680
H 1.39224 0.64524 -2.67752
C 0.69487 1.98643 -1.13277
H 0.09867 2.58184 -1.82470
H 1.67274 2.46702 -1.01997
H -0.05660 0.06997 -1.83534
H 1.58822 -0.90959 1.19107
H 0.05757 -0.74815 0.32219
H 1.78678 1.61409 1.20632
C -2.00266 3.25025 -0.00240
C -3.52259 3.18999 -0.12220
C -4.10879 2.37697 1.03025
H -5.18220 2.23006 0.90353
H -3.92007 2.87756 1.98531
H -3.94312 4.19601 -0.11391
H -3.79882 2.71274 -1.06476
H -1.58173 3.77836 -0.85837
H -1.71752 3.80107 0.89593
H -1.68671 1.26929 -0.80914
H -5.16196 -2.41399 1.34028
H -1.01279 -5.26798 0.23213
H -1.89058 -5.31137 -1.29452
H -2.67632 -5.89012 0.18649
*
```

Output
DFT total energy = -40887.4155 eV
E_LUMO = 0.007 hartree
HOMO energy = -7.66 eV
energy above the lowest of the compared OMol25 structures with the same formula, charge and spin = 0.036 eV

(2)
This record from the Open Molecules 2025 dataset describes C22H26N2O3 in the gas phase. The level of theory is the ωB97M-V functional and the def2-TZVPD basis.

```
! wB97M-V def2-TZVPD RIJCOSX def2/J DEFGRID3
* xyz 0 1
C 4.62047 1.51702 2.82120
H 4.48034 0.43630 2.92672
O 4.18017 1.97528 1.56576
C 2.86947 1.81658 1.23566
C 2.49934 2.28339 -0.02735
C 1.20037 2.15870 -0.46589
C 0.22925 1.55587 0.33483
C 0.60042 1.11181 1.59926
C 1.90213 1.23857 2.05081
H 2.14666 0.89341 3.04357
H -0.14376 0.69120 2.26000
C -1.14839 1.47369 -0.13893
C -1.89107 2.49460 -0.67223
C -3.18714 1.98530 -0.94036
C -4.35587 2.53714 -1.46472
C -5.46265 1.73054 -1.59937
C -5.43004 0.38661 -1.21829
C -4.28915 -0.18377 -0.69489
C -3.16541 0.62205 -0.55467
N -1.92278 0.33529 -0.05090
C -1.45917 -1.00081 0.19480
H -0.52258 -0.97861 0.75259
H -2.21105 -1.53633 0.78411
C -1.20710 -1.76583 -1.12884
O -1.56736 -3.12715 -1.02734
H -2.52383 -3.19200 -0.93016
C 0.26730 -1.65569 -1.54717
N 1.18285 -1.93621 -0.45859
C 2.51619 -1.41201 -0.70428
C 3.37208 -1.64779 0.53983
H 4.39465 -1.30417 0.37429
O 3.45558 -3.01340 0.86809
C 2.16610 -3.54508 1.07122
C 1.28335 -3.35713 -0.15985
H 0.28648 -3.75025 0.03081
H 1.72430 -3.90884 -1.00842
H 2.30292 -4.60504 1.29106
H 1.69354 -3.04970 1.93364
H 2.92645 -1.09185 1.37844
H 2.45121 -0.33916 -0.89591
H 2.99301 -1.90451 -1.56993
H 0.43897 -0.62558 -1.86895
H 0.43032 -2.32430 -2.40807
H -1.80709 -1.29352 -1.92395
H -4.28252 -1.22273 -0.39737
H -6.31868 -0.21601 -1.33694
H -6.37780 2.13651 -2.00494
H -4.38401 3.57638 -1.75687
H -1.55734 3.50227 -0.82260
H 0.92560 2.52156 -1.44530
H 3.25631 2.74051 -0.64509
H 5.68423 1.74591 2.86095
H 4.11008 2.03433 3.64016
*
```

Output
DFT total energy = -32358.2703 eV
E_LUMO = 0.024 hartree
HOMO energy = -7.66 eV
energy above the lowest of the compared OMol25 structures with the same formula, charge and spin = 2.557 eV

(3)
This record from the Open Molecules 2025 dataset describes C22H26N2O5S in the gas phase. The level of theory is the ωB97M-V functional and the def2-TZVPD basis.

```
! wB97M-V def2-TZVPD RIJCOSX def2/J DEFGRID3
* xyz 0 1
C -4.47568 -1.79512 -0.69217
C -3.77810 -0.52178 -0.33344
C -2.40415 -0.34726 -0.39125
C -1.79888 0.84988 -0.04926
C -2.56168 1.94080 0.34533
C -3.94775 1.77282 0.43458
C -4.53227 0.57125 0.10314
H -5.60484 0.46492 0.17397
H -4.56323 2.59870 0.76149
N -2.02270 3.17561 0.69723
C -0.92392 3.87217 0.26374
O -0.72026 4.97391 0.72643
C -0.05373 3.25863 -0.80727
C 1.05333 2.38174 -0.26754
C 1.87308 1.71670 -1.16742
C 2.92364 0.92728 -0.72479
C 3.13796 0.76564 0.64742
C 2.32499 1.44199 1.54546
C 1.30028 2.25120 1.09362
H 0.69218 2.78215 1.80938
H 2.51680 1.32205 2.59973
O 4.12776 -0.04797 1.14400
C 4.70260 -0.89462 0.17365
C 4.95296 -0.12389 -1.12126
H 5.40675 -0.76228 -1.88045
O 3.73363 0.33450 -1.65830
H 5.61443 0.72857 -0.91161
H 5.63548 -1.26580 0.60162
H 4.02950 -1.73698 -0.03559
H 1.71445 1.79855 -2.23042
H -0.66372 2.69008 -1.51248
H 0.40644 4.09434 -1.34314
H -2.61267 3.73778 1.30208
H -0.72442 0.88357 -0.08382
S -1.16654 -1.55466 -0.89468
O -0.32787 -0.92765 -1.87243
O -1.75155 -2.82162 -1.25327
N -0.29181 -1.63492 0.53290
C 1.10052 -2.00239 0.38065
C 1.28070 -3.51236 0.22748
C 0.64248 -4.22907 1.41522
C -0.83454 -3.85158 1.49961
C -0.97485 -2.33219 1.60130
H -2.02544 -2.03622 1.55490
H -0.55319 -1.97474 2.54754
H -1.30400 -4.31954 2.36655
H -1.34692 -4.18806 0.59755
H 0.74692 -5.30976 1.30392
H 1.15163 -3.93158 2.33630
H 2.34322 -3.75443 0.15963
H 0.79181 -3.82900 -0.69599
H 1.45578 -1.47203 -0.50388
H 1.63604 -1.63665 1.26392
H -3.76828 -2.54302 -1.03155
H -5.20178 -1.60892 -1.48216
H -5.01813 -2.17915 0.17146
*
```

Output
DFT total energy = -47288.9812 eV
E_LUMO = 0.024 hartree
HOMO energy = -8.36 eV
energy above the lowest of the compared OMol25 structures with the same formula, charge and spin = 1.599 eV

(4)
This record from the Open Molecules 2025 dataset describes C22H26N2O6S in the gas phase. The level of theory is the ωB97M-V functional and the def2-TZVPD basis.

```
! wB97M-V def2-TZVPD RIJCOSX def2/J DEFGRID3
* xyz 0 1
O -0.72575 2.73125 4.60654
C -0.12467 2.93042 3.57292
N 1.21050 2.95108 3.45112
H 1.61166 3.03728 2.52413
C 2.09308 2.52245 4.51146
H 1.51151 2.52053 5.43462
H 2.90975 3.24455 4.60319
C 2.66053 1.12425 4.22526
C 1.56577 0.10530 4.05469
C 1.32359 -0.46653 2.88223
C 0.24889 -1.48301 2.64813
C -0.77776 -1.47176 3.77585
C -0.05396 -1.48696 5.11667
C 0.74307 -0.19596 5.27622
H 1.39585 -0.26024 6.15077
H 0.04953 0.63338 5.44492
H -0.76842 -1.58337 5.93602
H 0.62095 -2.34526 5.15203
H -1.44232 -2.33298 3.68555
H -1.38239 -0.56502 3.70834
H -0.23624 -1.29247 1.68709
H 0.71254 -2.47353 2.57712
H 1.93995 -0.23177 2.02239
H 3.30783 0.84107 5.05848
H 3.26788 1.16699 3.31815
C -0.86265 3.23496 2.25399
H -1.91383 3.42554 2.47401
H -0.40454 4.09831 1.75971
O -0.85326 2.11250 1.37504
C 0.22159 1.91475 0.61680
O 1.20377 2.62538 0.63909
C 0.08455 0.73349 -0.26962
C 1.19916 0.32915 -1.00358
C 1.11637 -0.77291 -1.83337
C -0.08439 -1.44931 -1.93071
C -1.19743 -1.06388 -1.20935
C -1.11548 0.03179 -0.36849
H -1.96978 0.35126 0.20665
H -2.10990 -1.62672 -1.32496
S -0.18488 -2.86303 -3.02132
O 0.73228 -3.86649 -2.57072
O -1.56281 -3.21965 -3.20624
N 0.46582 -2.24203 -4.43929
H 1.00774 -2.95137 -4.90991
C -0.48634 -1.55901 -5.30128
C -1.03990 -0.37908 -4.57798
C -2.29397 -0.11935 -4.11014
C -2.22361 1.14210 -3.46994
C -0.93347 1.55144 -3.59623
O -0.20998 0.64040 -4.26666
H -0.42423 2.43552 -3.26780
H -3.02355 1.66588 -2.98911
H -3.15116 -0.75239 -4.20508
H -1.32073 -2.21525 -5.57728
H 0.04602 -1.23644 -6.20053
H 1.95882 -1.11311 -2.41283
H 2.11557 0.89183 -0.90882
*
```

Output
DFT total energy = -49336.3741 eV
E_LUMO = -0.013 hartree
HOMO energy = -8.87 eV
energy above the lowest of the compared OMol25 structures with the same formula, charge and spin = 1.425 eV

What are the F_max values for these records? In order: 0.627; 0.635; 1.063; 1.030 eV/Å.